C20H21N5O3 | wB97M-V/def2-TZVPD

Geometry as XYZ:
```
49
Properties=species:S:1:pos:R:3:forces:R:3:mulliken_charge:R:1
C -2.16695 -2.99209 0.31168 0.10 0.33 0.19 -0.94
C -1.46238 -2.17188 1.38056 0.17 -0.58 -0.07 -0.30
O -1.62175 -0.76584 1.15773 -0.17 0.19 0.14 -0.36
C -0.80115 -0.18890 0.29552 0.09 0.43 0.13 0.27
O 0.08776 -0.74319 -0.30018 0.08 -0.18 -0.14 -0.60
C -1.10809 1.29351 0.13708 -0.19 0.12 -0.12 0.07
C -2.21211 1.48287 -0.92985 0.02 -0.03 0.26 -1.30
C -3.48384 0.78564 -0.54378 -0.12 0.06 -0.20 0.53
C -4.23673 1.24770 0.52929 -0.03 -0.03 -0.06 -0.23
C -5.39672 0.59659 0.90570 -0.01 0.06 0.09 -0.79
C -5.82322 -0.52270 0.21015 -0.07 -0.10 -0.01 -0.34
C -5.08463 -0.98434 -0.86511 -0.07 -0.07 -0.02 -0.73
C -3.91993 -0.33457 -1.23715 0.00 0.09 0.00 -0.23
N 0.10715 1.95683 -0.26837 -0.08 -0.60 -0.09 -0.02
C 0.36418 3.23848 0.02595 0.50 -0.10 -0.23 0.69
O -0.40944 3.99197 0.57112 -0.28 0.37 0.17 -0.64
C 1.75492 3.70725 -0.45339 -0.74 0.61 -0.07 -0.72
N 2.78988 2.77918 -0.12758 0.67 -0.73 0.10 0.98
N 3.84420 3.08443 0.58664 -0.18 1.09 0.20 -0.80
N 4.55001 2.01994 0.70412 0.49 -0.52 0.17 -0.32
C 3.89737 1.03849 0.04516 -0.65 0.79 -0.19 0.05
C 4.34638 -0.33397 -0.04287 0.17 -0.57 -0.05 0.81
C 5.64266 -0.65962 0.35053 -0.16 0.10 -0.05 -0.53
C 6.07486 -1.96934 0.27203 0.06 -0.07 0.01 -0.55
C 5.22050 -2.95697 -0.19310 0.03 -0.05 0.01 -0.37
C 3.92842 -2.63438 -0.57706 -0.02 -0.08 -0.04 -0.70
C 3.48525 -1.32724 -0.50543 0.10 0.14 0.06 -0.37
N 2.77659 1.51241 -0.49521 0.40 -0.42 -0.17 -0.66
H -3.21823 -2.71933 0.26419 -0.07 -0.04 0.00 0.14
H -1.71023 -2.81131 -0.65804 0.02 -0.03 -0.10 0.27
H -2.07943 -4.04817 0.54995 0.01 -0.14 0.02 0.44
H -1.90016 -2.34818 2.36452 0.09 0.06 -0.10 0.34
H -0.39262 -2.40537 1.39827 -0.17 0.05 0.09 0.32
H -1.45515 1.70771 1.08918 0.07 -0.10 -0.13 0.53
H -1.84164 1.10312 -1.88427 0.02 0.05 0.01 0.40
H -2.38340 2.55759 -1.02287 0.08 -0.02 -0.04 0.45
H -3.91292 2.12690 1.06678 0.04 0.12 0.08 0.44
H -5.97286 0.96439 1.74188 -0.05 0.04 0.07 0.40
H -6.73018 -1.03076 0.50288 -0.08 -0.03 0.02 0.40
H -5.41488 -1.85305 -1.41656 -0.03 -0.07 -0.04 0.42
H -3.34537 -0.70198 -2.07604 0.08 -0.02 -0.09 0.36
H 0.83794 1.36460 -0.66258 -0.16 0.17 0.11 0.45
H 1.70804 3.84218 -1.53956 0.09 0.00 0.13 0.25
H 1.99715 4.65799 0.02417 -0.07 -0.21 -0.07 0.35
H 6.29127 0.12342 0.71197 0.08 0.04 0.04 0.47
H 7.08015 -2.22309 0.57460 0.07 -0.01 0.02 0.39
H 5.56169 -3.98028 -0.25290 0.02 -0.07 0.00 0.38
H 3.26186 -3.40625 -0.93265 -0.05 -0.06 -0.03 0.42
H 2.47581 -1.07042 -0.78707 -0.10 0.01 -0.03 0.47
```
Positions in Å, forces in eV/Å.

The SMILES is CCOC(=O)[C@H](Cc1ccccc1)NC(=O)Cn1nnc(-c2ccccc2)n1. The charge is 0. The value obtained for the total energy is -1274.25367 a.u. As for the energy above the lowest of the compared OMol25 structures with the same formula, charge and spin: 35.1 kcal per mole. The HOMO energy is -0.331 Eh. The LUMO energy is 0.577 eV.

***

C20H21N5O3 | wB97M-V/def2-TZVPD

Geometry as XYZ:
```
49
Properties=species:S:1:pos:R:3:forces:R:3:mulliken_charge:R:1
C 0.60466 1.90078 4.40979 -0.14 0.30 0.27 -0.95
N 0.73456 1.01849 3.28535 -0.04 -0.15 -0.29 0.08
C -0.01551 1.05229 2.13245 0.12 -0.16 -0.02 0.48
C -1.08950 2.08363 1.94241 -0.23 0.25 -0.06 -1.41
N -1.86918 2.01422 0.73547 0.15 -0.18 0.20 0.11
C -1.16401 2.29083 -0.50973 -0.01 0.02 -0.36 -1.06
C -0.94718 1.04416 -1.36904 0.62 0.15 0.06 -0.33
N -2.23146 0.45168 -1.68437 -0.12 0.07 0.11 0.23
C -2.46440 -0.36057 -2.73821 0.02 0.09 0.02 0.27
O -3.57207 -0.80683 -2.98284 -0.18 -0.11 -0.20 -0.68
C -1.27319 -0.68694 -3.58479 0.04 -0.24 -0.18 0.11
C -1.23361 -0.27400 -4.91029 -0.07 0.03 0.13 -0.32
C -0.16176 -0.62139 -5.71390 0.01 0.03 -0.06 -0.60
C 0.86565 -1.39715 -5.20399 0.06 -0.02 -0.04 -0.42
C 0.81911 -1.82973 -3.88886 0.07 -0.05 0.02 -0.69
C -0.24525 -1.47505 -3.07957 -0.10 0.08 -0.03 0.10
C -3.29944 0.71771 -0.74195 -0.31 -0.17 0.20 -1.11
C -2.71800 0.83253 0.65787 -0.23 -0.04 0.03 -0.52
N 0.32027 0.12569 1.28434 -0.38 0.14 -0.33 -0.17
C 1.34211 -0.57331 1.86703 0.33 0.24 0.90 -0.06
C 2.06901 -1.65141 1.39298 0.20 -0.13 0.13 -0.58
C 3.05989 -2.14899 2.22523 -0.72 0.97 0.34 -0.08
N 3.84609 -3.26494 1.77533 0.34 -0.47 -0.18 1.05
O 4.69469 -3.70095 2.52630 0.19 -0.14 0.11 -0.64
O 3.61794 -3.70696 0.66851 -0.01 -0.15 -0.26 -0.63
C 3.33004 -1.60591 3.48897 0.14 -0.21 -0.10 -0.52
C 2.61300 -0.53251 3.96529 -0.08 0.11 0.04 -1.14
C 1.61675 -0.01722 3.14518 0.18 -0.56 -0.56 1.00
H 0.74691 2.93846 4.10090 0.03 -0.04 0.08 0.32
H 1.35792 1.64796 5.15253 -0.04 0.04 -0.02 0.36
H -0.38460 1.80365 4.86268 0.08 0.01 0.04 0.31
H -0.62580 3.07709 1.99119 -0.04 -0.06 0.13 0.48
H -1.78617 2.00996 2.78778 0.10 0.10 0.03 0.42
H -1.75561 3.02020 -1.07682 0.18 -0.01 -0.06 0.35
H -0.19460 2.74086 -0.29116 -0.01 0.01 -0.03 0.40
H -0.32096 0.34300 -0.80536 -0.12 0.22 -0.25 0.15
H -0.43166 1.31625 -2.29369 -0.03 0.04 0.11 0.61
H -2.04643 0.31801 -5.30444 -0.09 0.03 -0.04 0.43
H -0.13204 -0.29210 -6.74228 0.00 0.03 -0.07 0.38
H 1.69910 -1.67211 -5.83360 0.06 -0.02 -0.04 0.39
H 1.61296 -2.44641 -3.49380 0.06 -0.06 0.03 0.41
H -0.28896 -1.82288 -2.05782 0.00 -0.01 0.13 0.44
H -4.01207 -0.10781 -0.80862 0.06 0.17 0.05 0.51
H -3.82368 1.64448 -1.00339 -0.05 -0.08 0.03 0.24
H -3.52654 0.94836 1.38720 0.00 -0.10 -0.05 0.46
H -2.16368 -0.08773 0.89245 -0.10 0.03 -0.02 0.30
H 1.88459 -2.08980 0.42591 -0.01 -0.02 -0.06 0.72
H 4.11677 -2.05119 4.07760 0.01 0.00 0.02 0.49
H 2.82538 -0.11641 4.93779 0.05 0.01 0.10 0.30
```
Positions in Å, forces in eV/Å.

The SMILES is Cn1c(CN2CCN(C(=O)c3ccccc3)CC2)nc2cc([N+](=O)[O-])ccc21. The charge is 0. The value obtained for the total energy is -1274.16722 a.u. As for the energy above the lowest of the compared OMol25 structures with the same formula, charge and spin: 89.4 kcal per mole. The HOMO energy is -0.324 Eh. The LUMO energy is -0.332 eV.

***

C20H21N7O2 | wB97M-V/def2-TZVPD

Geometry as XYZ:
```
50
Properties=species:S:1:pos:R:3:forces:R:3:mulliken_charge:R:1
C 2.81683 -2.22725 7.87406 0.49 -0.24 -0.66 -1.24
C 2.02328 -1.99399 6.60591 0.30 -0.19 0.14 -0.20
O 2.95502 -1.62023 5.55256 -1.77 0.24 -1.01 -0.34
C 2.36328 -1.23133 4.35476 -2.11 -0.58 0.82 0.18
C 3.23335 -0.80200 3.37527 1.78 1.28 -1.84 -0.26
C 2.73999 -0.30410 2.18538 0.90 -0.43 1.26 -0.80
C 1.37688 -0.29721 1.95783 -0.75 0.05 -0.35 1.18
C 0.81983 0.13400 0.75964 -2.51 -0.27 -1.00 -0.76
C -0.56171 0.00023 0.47066 1.65 0.21 0.62 0.56
C -1.15233 0.39249 -0.81982 0.80 -0.39 0.06 0.20
N -0.72830 1.46443 -1.48131 -0.94 -1.02 0.21 -1.14
N -1.44109 1.48168 -2.63088 -1.83 -0.99 -1.34 0.94
C -1.37865 2.51933 -3.66432 0.14 0.05 0.01 -1.04
C 0.04902 2.73393 -4.18177 -0.24 -0.73 2.03 1.48
O 0.87868 3.29507 -3.14974 -0.45 0.14 -0.30 -0.60
C 0.71790 1.53774 -4.85031 0.57 -0.84 -0.71 -0.73
N 0.61359 2.21339 -6.18033 0.07 -0.89 -0.33 -0.51
C 0.04404 3.39295 -5.53696 1.18 2.10 -0.16 -1.08
C -2.32048 0.39022 -2.68576 0.65 1.94 -1.77 0.25
N -3.18567 0.10533 -3.64569 -0.94 -0.43 -1.68 -0.65
C -3.81841 -1.07492 -3.54415 1.53 1.99 1.04 -0.45
N -3.65360 -1.92642 -2.54078 -1.02 0.30 -1.63 -0.71
C -2.85249 -1.53922 -1.58571 -0.02 -1.12 0.78 0.52
N -2.82793 -2.42645 -0.59354 0.90 -1.77 1.83 -0.42
C -2.12897 -0.36896 -1.59797 1.52 1.23 2.12 0.21
C -1.37910 -0.55311 1.47676 0.49 0.07 1.23 -0.97
C -0.82980 -0.93888 2.69647 -0.31 0.37 -1.55 -0.62
C 0.55228 -0.82520 2.95068 -0.47 -0.32 0.22 -0.06
N 1.03390 -1.26513 4.12404 2.18 -0.56 2.07 -0.50
H 3.37079 -3.17216 7.76196 0.14 0.49 0.21 0.29
H 2.16629 -2.32833 8.72582 -0.41 -0.06 0.27 0.40
H 3.47743 -1.38062 8.06032 0.17 -0.17 0.02 0.31
H 1.51262 -2.92452 6.34848 -0.12 0.21 -0.31 0.29
H 1.29063 -1.20897 6.75312 -0.15 0.17 -0.22 0.34
H 4.31856 -0.74952 3.52567 -0.54 -0.27 0.23 0.41
H 3.37027 0.08587 1.41386 0.55 0.09 -0.18 0.47
H 1.45234 0.49966 -0.00488 0.62 0.42 -0.69 0.54
H -2.04241 2.24778 -4.51617 0.40 -0.30 0.83 0.41
H -1.77306 3.46430 -3.26263 0.26 -0.13 -0.03 0.20
H 0.80392 2.73809 -2.34379 -0.19 0.36 -0.68 0.38
H 1.76582 1.35095 -4.55596 -0.38 0.46 0.01 0.27
H 0.23692 0.56218 -4.80704 -0.41 -0.03 0.12 0.22
H -0.05605 1.72138 -6.78070 0.34 0.45 0.30 0.30
H 0.70274 4.30539 -5.52334 -0.29 -0.88 -0.30 0.30
H -0.89521 3.70742 -5.96132 -0.60 0.13 0.15 0.34
H -4.51434 -1.33590 -4.29144 -0.63 -0.17 -0.88 0.43
H -1.93343 -2.58471 -0.13583 -0.41 0.20 0.15 0.27
H -3.30046 -3.28389 -0.87295 0.19 0.26 0.26 0.32
H -2.45485 -0.59971 1.34673 0.10 -0.17 -0.11 0.50
H -1.45778 -1.38107 3.42505 -0.42 -0.24 0.76 0.53
```
Positions in Å, forces in eV/Å.

The SMILES is CCOc1ccc2cc(-c3nn(CC4(O)CNC4)c4ncnc(N)c34)ccc2n1. The charge is 0. The value obtained for the total energy is -1308.48459 a.u. As for the energy above the lowest of the compared OMol25 structures with the same formula, charge and spin: 0.0 kcal per mole. The HOMO energy is -0.303 Eh. The LUMO energy is -0.111 eV.

***

C20H21N7O2 | wB97M-V/def2-TZVPD

Geometry as XYZ:
```
50
Properties=species:S:1:pos:R:3:forces:R:3:mulliken_charge:R:1
C -4.50370 0.58801 -7.50767 -0.64 -0.19 0.56 -1.21
C -3.90157 0.02181 -6.22323 -0.64 0.62 -0.59 -0.21
O -2.51710 0.43386 -6.19981 0.20 -0.74 1.51 -0.31
C -1.84913 0.33418 -4.99520 -2.04 -0.07 1.59 0.19
C -0.50439 0.68963 -4.99896 1.38 0.43 -0.69 -0.28
C 0.27679 0.64543 -3.87532 -1.11 -0.02 -2.49 -0.92
C -0.37517 0.29846 -2.71990 0.81 -0.09 2.03 1.17
C 0.36171 0.22130 -1.53534 -1.00 -0.40 2.08 -0.65
C -0.27220 -0.08869 -0.31480 0.57 0.37 -0.89 -0.19
C 0.53795 -0.20770 0.92744 -0.44 -0.77 0.49 0.59
N 1.47555 0.64303 1.29826 -0.09 -1.71 0.93 -1.07
N 2.01625 0.09942 2.46311 0.96 -0.05 0.70 0.90
C 3.25082 0.68735 3.07989 -1.56 0.61 0.41 -1.14
C 3.03449 0.90733 4.59343 0.06 -1.05 0.16 1.51
O 3.12695 -0.30505 5.31893 0.21 0.65 -0.10 -0.66
C 1.84266 1.80884 4.93123 -1.44 -0.18 -1.00 -0.75
N 2.70245 2.85158 5.45312 -0.15 1.53 -0.43 -0.50
C 3.87100 2.03526 5.19138 2.02 -0.15 0.66 -1.03
C 1.40144 -1.10023 2.83595 0.17 1.48 -1.59 -0.22
N 1.61940 -1.95616 3.81580 0.33 -0.82 2.36 -0.64
C 0.78497 -2.99602 3.96709 0.27 1.26 -2.26 -0.48
N -0.16631 -3.31203 3.05192 1.35 -0.40 3.55 -0.72
C -0.33467 -2.47230 2.07681 0.14 -0.41 -1.90 0.82
N -1.19239 -2.96930 1.16513 -0.23 1.35 -1.50 -0.44
C 0.44850 -1.32032 1.88662 -1.26 1.10 -1.36 0.60
C -1.68140 -0.31997 -0.32096 0.01 0.55 -1.34 -0.98
C -2.39652 -0.22811 -1.52239 0.33 -0.37 2.66 -0.23
C -1.75044 0.05712 -2.70996 -0.19 -0.34 -1.16 -0.06
N -2.47631 0.02157 -3.84881 0.01 0.51 -2.61 -0.49
H -5.62232 0.49118 -7.50876 1.03 -0.01 0.07 0.36
H -4.10428 0.06009 -8.35312 0.12 -0.11 -0.58 0.32
H -4.24969 1.64160 -7.57706 -0.03 0.11 -0.11 0.32
H -4.03849 -1.05848 -6.18742 0.48 -0.11 0.09 0.30
H -4.46646 0.43964 -5.40318 0.27 0.14 0.57 0.31
H -0.09818 1.02468 -5.92928 0.28 0.00 -0.50 0.46
H 1.32807 0.83835 -3.95192 0.31 0.18 0.26 0.45
H 1.42014 0.41403 -1.56244 0.24 0.00 0.10 0.45
H 3.46924 1.67054 2.63612 -0.43 -0.48 -0.25 0.46
H 4.07792 0.03266 2.90187 0.58 -0.45 -0.02 0.29
H 2.53139 -0.96903 4.90758 0.25 -0.08 0.17 0.44
H 1.23029 2.07280 4.04524 0.20 0.03 0.39 0.20
H 1.18665 1.46280 5.70809 -0.35 -0.65 0.24 0.30
H 2.66272 3.66613 4.85184 0.11 0.10 0.20 0.28
H 4.35968 1.78799 6.15181 -0.07 -0.29 -0.55 0.30
H 4.64304 2.46331 4.52843 -0.27 -0.05 0.14 0.29
H 0.95705 -3.67006 4.79192 -0.03 0.02 0.09 0.40
H -1.05538 -2.59868 0.21887 -0.53 -0.70 0.51 0.21
H -1.36886 -3.93794 1.34648 -0.27 -0.30 -0.42 0.30
H -2.22619 -0.52590 0.59047 0.14 -0.01 0.08 0.48
H -3.46595 -0.37400 -1.48927 -0.04 -0.04 -0.27 0.49
```
Positions in Å, forces in eV/Å.

The SMILES is CCOc1ccc2cc(-c3nn(CC4(O)CNC4)c4ncnc(N)c34)ccc2n1. The charge is 0. The value obtained for the total energy is -1308.47956 a.u. As for the energy above the lowest of the compared OMol25 structures with the same formula, charge and spin: 3.2 kcal per mole. The HOMO energy is -0.312 Eh. The LUMO energy is -0.075 eV.

***

C20H21NO4S | wB97M-V/def2-TZVPD

Geometry as XYZ:
```
47
Properties=species:S:1:pos:R:3:forces:R:3:mulliken_charge:R:1
C -4.87884 -3.22798 1.32981 -0.08 0.00 0.02 -0.84
C -3.86334 -3.06713 0.50411 0.40 0.07 0.01 -0.23
C -2.72127 -2.12885 0.74583 -0.21 0.28 0.02 -0.10
O -1.52474 -2.79390 0.38705 0.01 -0.21 -0.02 -0.44
C -0.35288 -2.10815 0.47827 0.16 0.21 0.01 0.50
C 0.78936 -2.83318 0.08411 -0.08 0.00 0.03 -0.80
C 2.04708 -2.27927 0.10912 -0.02 -0.01 -0.01 -0.79
C 2.16661 -0.96123 0.53448 -0.81 0.02 0.15 -0.86
C 1.02853 -0.22484 0.92837 0.35 -0.55 -0.18 0.35
C -0.24107 -0.79944 0.90921 -0.20 -0.29 -0.04 0.43
C 1.49562 1.07312 1.27882 -0.35 0.64 0.10 -0.54
S 0.47350 2.42736 1.78724 0.38 -0.13 0.01 1.59
O 1.26665 3.62837 1.73660 0.07 -0.10 -0.28 -0.77
O -0.18179 2.10610 3.02904 -0.19 -0.22 -0.28 -0.72
C -0.76561 2.46197 0.48907 0.39 -0.10 0.45 -0.03
C -2.09802 2.28427 0.80121 0.02 0.01 0.23 -0.21
C -3.03582 2.24501 -0.21680 0.08 0.04 -0.08 -0.71
C -2.64449 2.38183 -1.54373 -0.01 -0.04 0.07 0.98
C -3.65315 2.35167 -2.65054 0.01 0.04 -0.01 -1.51
C -1.29444 2.56461 -1.83412 0.05 0.00 0.13 -0.82
C -0.35363 2.60283 -0.82194 0.04 0.09 -0.14 -0.47
C 2.84604 1.08219 1.09028 -0.02 0.32 0.12 0.09
N 3.26908 -0.14423 0.66654 0.14 0.24 0.11 0.24
C 4.60604 -0.48102 0.30629 0.37 -0.07 -0.06 -0.93
O 4.75881 -0.34122 -1.08679 -0.38 0.09 0.13 -0.30
C 6.04737 -0.67648 -1.53579 0.11 -0.05 0.04 -0.75
H -5.68929 -3.90021 1.10791 -0.15 -0.12 -0.10 0.28
H -4.94625 -2.68673 2.25926 0.05 0.11 0.21 0.25
H -3.79695 -3.61966 -0.42216 -0.08 -0.10 -0.14 0.30
H -2.69142 -1.81800 1.79848 0.00 0.02 -0.10 0.30
H -2.84810 -1.22957 0.11963 0.10 -0.08 0.11 0.17
H 0.64163 -3.84998 -0.24295 0.01 -0.12 -0.04 0.45
H 2.90513 -2.85231 -0.20524 0.09 -0.08 -0.06 0.36
H -1.08730 -0.21811 1.23320 -0.15 -0.03 0.02 0.50
H -2.37696 2.17674 1.83827 -0.09 -0.05 0.10 0.49
H -4.08049 2.10398 0.02073 -0.09 -0.01 0.02 0.37
H -4.60612 1.96275 -2.30148 -0.07 -0.02 -0.03 0.36
H -3.81441 3.35960 -3.03266 -0.06 0.04 -0.07 0.33
H -3.30032 1.73644 -3.47572 -0.03 -0.04 -0.07 0.37
H -0.98362 2.67375 -2.86288 0.05 0.00 -0.10 0.40
H 0.69525 2.74251 -1.03307 0.13 0.00 -0.12 0.45
H 3.53145 1.89136 1.24856 0.18 0.15 -0.01 0.51
H 5.30242 0.19014 0.83666 -0.18 -0.14 -0.06 0.46
H 4.81999 -1.52141 0.60818 -0.07 0.22 -0.03 0.45
H 6.04181 -0.53664 -2.61392 0.09 -0.03 0.02 0.24
H 6.80723 -0.02697 -1.08479 0.01 -0.02 -0.04 0.31
H 6.29073 -1.72007 -1.30171 0.03 0.02 -0.04 0.31
```
Positions in Å, forces in eV/Å.

The SMILES is C=CCOc1ccc2c(c1)c(S(=O)(=O)c1ccc(C)cc1)cn2COC. The charge is 0. The value obtained for the total energy is -1528.56880 a.u. As for the energy above the lowest of the compared OMol25 structures with the same formula, charge and spin: 38.5 kcal per mole. The HOMO energy is -0.301 Eh. The LUMO energy is 0.659 eV.